1.
Here is a 2-piece molecular cluster, Br2ClHNP overall from OMol25. Energies are from wB97M-V/def2-TZVPD.

Output
HOMO (alpha / beta): -10.23 / -9.65 eV
Strongest force on any atom: 0.0329 Eh/bohr
Energy relative to the best compared isomer or geometry (same formula, charge and spin): 22.3 kcal per mole
LUMO level (alpha / beta): -0.1056 / -0.1172 Eh

The geometry in XYZ format:
```
6
Properties=species:S:1:pos:R:3:forces:R:3:nbo_charge:R:1
N -1.49287 0.35349 0.16350 0.7 0.1 0.1 -1.11
P -0.01402 -0.08019 0.13858 0.4 0.1 -1.0 1.31
Cl 0.65297 -0.22243 1.97306 0.2 -0.1 0.5 -0.16
Br 2.46576 1.66673 -0.72322 -1.4 -0.9 0.3 -0.33
Br 0.45121 -2.01990 -0.88602 0.0 0.8 0.3 -0.13
H -2.06304 0.30229 -0.66590 -0.1 0.0 -0.3 0.41
```
Positions in Å, forces in eV/Å.

---

2.
Here is the molecule Br2FH2PSi from OMol25. Energies are from wB97M-V/def2-TZVPD.

Output
HOMO: -10.22 eV
Strongest force on any atom: 0.0429 Eh/bohr
Energy relative to the best compared isomer or geometry (same formula, charge and spin): 0.0 kcal per mole
LUMO level: 0.0114 Eh

The geometry in XYZ format:
```
7
Properties=species:S:1:pos:R:3:forces:R:3:nbo_charge:R:1
F 2.41272 2.48270 -0.09482 -0.4 -0.3 -0.3 -0.65
Si 1.10756 1.96173 0.66854 0.4 0.3 1.3 1.33
P 0.06143 0.41822 -0.54970 0.7 0.8 -1.9 -0.16
Br 0.00202 3.81788 1.15277 0.0 -0.2 -0.1 -0.29
Br 2.00369 1.14176 2.57466 -0.5 0.1 -0.6 -0.31
H -0.40758 1.51118 -1.44338 0.5 -1.0 0.6 0.04
H -1.20960 0.21462 -0.07122 -0.6 0.3 1.0 0.04
```
Positions in Å, forces in eV/Å.

---

3.
Here is a 2-piece molecular cluster, Br2FP overall from OMol25. Energies are from wB97M-V/def2-TZVPD.

Output
HOMO (alpha / beta): -10.61 / -9.03 eV
Strongest force on any atom: 0.0339 Eh/bohr
Energy relative to the best compared isomer or geometry (same formula, charge and spin): 60.5 kcal per mole
LUMO level (alpha / beta): -0.0756 / -0.1240 Eh

The geometry in XYZ format:
```
4
Properties=species:S:1:pos:R:3:forces:R:3:nbo_charge:R:1
F 0.94671 0.10311 0.05563 -0.5 0.5 0.6 -0.58
P -0.53238 0.72964 0.06530 0.7 -1.5 -0.4 0.98
Br -1.69131 -2.37421 1.40146 0.2 0.7 -0.3 -0.20
Br -0.89207 0.19749 -2.02518 -0.4 0.3 0.1 -0.19
```
Positions in Å, forces in eV/Å.